a | 27
Properties=species:S:1:pos:R:3 method="wB97M-V/def2-TZVPD" charge=+1 multiplicity=2 homo_ha="-0.4771 / -0.4958"
C -1.0802 -4.5429 -1.3106
H -0.2228 0.3306 -2.6817
C -1.4096 3.6416 1.4266
C 1.2032 1.0678 0.8187
H -1.2026 2.1860 -1.3098
H -0.7174 -2.3995 -1.2996
H 1.4954 -1.0494 -1.7669
C 1.7820 0.0546 0.1011
N 1.4637 1.4708 2.1362
C -0.2204 2.7443 1.3611
H 0.7238 2.8421 3.4653
H -2.1095 -4.3414 -1.6070
H 2.1095 1.0146 2.7621
H -1.1205 4.6915 1.4602
C 0.1173 1.8398 0.3348
H -0.7020 -5.2712 -2.0281
H 2.6897 -0.4862 0.3318
H -2.1042 3.4063 0.6251
H 0.6350 -3.3295 -1.9959
C -0.1447 -3.3278 -1.2384
H -1.1623 -5.0468 -0.3478
C 1.1882 -0.2226 -1.1399
C 0.6021 2.4476 2.4677
C -0.3708 1.5861 -0.9577
H -1.9499 3.4318 2.3548
C 0.1735 0.5632 -1.7054
H 0.3332 -3.3014 -0.2568

=====

b | 27
Properties=species:S:1:pos:R:3 method="wB97M-V/def2-TZVPD" charge=+1 multiplicity=2 homo_ha="-0.4773 / -0.4957"
H -0.3026 -1.9198 -2.8719
C 2.6648 0.7504 0.5062
C 1.5470 -0.8924 -0.8529
H 1.5541 2.5839 0.8401
C 2.6238 -0.5080 -0.1090
H -0.7048 0.3070 1.3540
H -0.8526 2.9308 -0.7084
C 0.4708 1.2839 -0.3511
H -1.6709 -0.4099 4.0142
C -1.0485 -1.1453 -2.7295
H 0.3678 -0.3621 2.7007
H -2.0779 -1.8023 2.8813
H -2.0698 1.6293 -2.3167
H 3.4439 -1.1844 0.0728
H -1.9531 -1.6730 -2.4507
H -0.3759 -1.3244 1.4731
C -1.2931 1.2266 -1.6897
H 3.6023 1.0641 0.9406
H -2.6495 -0.3309 2.5439
N -0.7146 1.9283 -0.7283
C 0.4983 0.0410 -1.0366
C -0.6268 -0.0186 -1.8745
C -1.7425 -0.7721 2.9959
H -1.2243 -0.7301 -3.7224
C -0.5375 -0.4502 2.1101
C 1.5742 1.6074 0.3955
H 1.4972 -1.8292 -1.3865

=====

Most stable structure: a

=====

a | 6
Properties=species:S:1:pos:R:3 method="wB97M-V/def2-TZVPD" homo_ha=-0.3559
H 2.3307 0.0747 -0.0719
Cl -2.0424 1.1855 -0.1457
N 0.4606 0.5581 0.1096
Cl -1.2512 -1.6093 -0.1243
N 1.3756 -0.2431 -0.0451
N -0.8733 0.0341 0.2774

=====

b | 6
Properties=species:S:1:pos:R:3 method="wB97M-V/def2-TZVPD" homo_ha="-0.3524 / -0.3611"
N -0.4045 -0.7197 -1.1297
H -0.9427 -0.0514 0.1616
Cl 0.9544 0.0161 1.7449
N -0.1638 0.7156 0.1809
Cl 0.7596 -1.7886 -0.9226
N -0.2029 1.8281 -0.0351

=====

Most stable structure: a

=====

a | 38
Properties=species:S:1:pos:R:3 method="wB97M-V/def2-TZVPD" homo_ha=-0.2760
C 5.4876 -0.8872 -0.6030
H 5.2854 1.2929 -0.8053
C -5.1980 -1.3304 1.4932
C 3.2280 -1.0240 0.1311
N 0.3037 1.9112 0.5288
H 1.6416 -2.4474 0.3476
H -5.4031 -0.3630 1.9637
C -2.5866 0.3855 -2.1279
H 6.5040 -1.1309 -0.2960
C -1.0076 1.6612 1.0751
H -0.0907 -0.7331 0.5923
H 5.4485 -0.9053 -1.6934
C 1.9156 -1.4024 0.3197
H -0.9457 1.0806 2.0091
C 1.2641 0.9241 0.4336
H -6.0862 -1.9570 1.5594
C 2.6010 1.2989 0.2472
H -1.4587 2.6290 1.3191
C 3.5624 0.3276 0.0939
C -3.8576 -0.4447 -0.2652
O -4.9315 -1.1920 0.1200
H -3.1255 0.1425 1.6725
C -1.9230 0.9449 0.1065
C 4.4525 -1.8752 -0.0414
H 0.6712 2.8377 0.6749
C 5.0409 0.4957 -0.1028
H -2.4278 0.4518 -3.1938
H -0.8920 1.6082 -1.6399
H -4.3261 -0.8646 -2.3015
H 5.5141 0.7351 0.8543
H -4.3711 -1.8211 2.0171
H 4.7741 -2.2664 0.9289
C -3.6462 -0.3500 -1.6415
C -1.7254 1.0383 -1.2609
C -2.9895 0.2037 0.6030
C 0.9369 -0.4317 0.4672
H 2.8644 2.3480 0.2195
H 4.2857 -2.7243 -0.7049

=====

b | 38
Properties=species:S:1:pos:R:3 method="wB97M-V/def2-TZVPD" homo_ha=-0.2896
C -1.3380 -0.7004 -1.1177
H -1.5149 -3.9909 -0.1003
C 0.1805 0.9415 1.6693
H 0.6826 -4.0153 -1.1861
C 1.7429 -2.2855 -2.6401
C 1.3453 0.5035 1.0650
H -0.1537 4.2638 0.5463
C -0.3534 2.2959 1.3172
C 1.5241 2.9057 0.0792
H -2.4892 4.3605 1.9306
O -2.9991 -1.9067 0.1188
C -2.7143 3.3168 1.7836
H -2.8063 -1.5136 1.0933
H 1.7732 -1.7249 -3.5823
C 0.3408 3.2917 0.6620
H 3.0818 1.4783 -0.0196
C 2.0221 1.6265 0.4479
C 3.0584 -2.0770 -1.8381
H 1.7910 -0.5074 1.1518
C -0.1286 -0.7566 -1.7491
C -0.9984 -3.0784 -0.3688
H -2.8291 3.3841 0.6491
H 3.3959 -2.9909 -1.3541
C -1.7757 -1.8488 -0.4846
H 3.1467 -1.2542 -1.0808
C 0.6560 -1.8896 -1.7119
C -1.6522 2.2727 1.9495
C -1.7857 1.1218 2.6259
C 0.1703 -3.0288 -1.0182
N -0.7338 0.1997 2.3384
H -2.4344 0.7971 3.4888
H 1.6929 -3.4036 -2.9259
H -0.4435 -0.6849 2.6258
H -1.9427 0.2321 -1.0160
H -3.6935 2.9386 2.3067
H 2.2243 3.5013 -0.4117
H 3.7554 -1.8096 -2.7514
H 0.2021 0.0358 -2.4927

=====

Most stable structure: a

=====

a | 29
Properties=species:S:1:pos:R:3 method="wB97M-V/def2-TZVPD" homo_ha=-0.3366
H 2.1780 1.1179 1.4391
O -1.6725 -2.1131 -0.6144
H 0.9332 0.1372 -2.2258
C 2.9736 0.4051 -0.3802
H 0.0899 1.1494 2.1167
H 0.0066 2.5958 1.3790
H -0.5578 -0.7532 -2.3781
H 0.6812 -1.0776 0.3053
C -1.6643 -1.1478 1.5411
H -3.5103 -0.3352 -0.3520
H -2.5151 1.0645 0.0637
H -1.0118 -2.7462 -0.2894
H 2.2107 2.3220 0.1701
C 1.9710 1.2684 0.3705
H -2.6096 -1.6851 1.6859
H -1.6999 -0.2516 2.1623
C -1.4378 -0.8514 0.0509
H 2.9004 0.5306 -1.4618
N -0.2375 1.6110 1.2683
H 2.8587 -0.6533 -0.1280
H -0.8800 -1.8082 1.9292
H 0.1716 1.7050 -0.7492
C -2.5138 0.1086 -0.4659
H 3.9910 0.6908 -0.0907
C 0.4514 1.0618 0.0954
C 0.3451 -0.6614 -1.7663
H -2.3933 0.3102 -1.5350
H 0.9084 -1.5946 -1.8743
C 0.0326 -0.3996 -0.2664

=====

b | 29
Properties=species:S:1:pos:R:3 method="wB97M-V/def2-TZVPD" homo_ha=-0.3351
O -0.1280 -0.6822 -2.6648
H 0.8213 -3.2876 0.5628
H -0.2714 1.7765 2.3426
H 0.2040 1.4377 0.7423
C 1.4291 0.6848 -1.6186
H 1.4960 -1.5176 2.5408
C 0.0136 2.2724 1.3765
C -2.1667 1.6324 0.3887
H 1.8342 -0.3842 1.2722
N 0.0984 -1.7000 -0.6729
H 1.1053 1.7180 -1.4993
H 0.7862 3.2159 1.5391
H 2.1438 -2.1663 -0.0321
H -1.5019 0.8183 -0.0235
H 2.1096 0.4706 -2.5164
H -0.2152 -3.0869 -2.5138
H -0.1111 -0.7873 1.1936
H -2.9239 2.1783 -0.2701
H -2.0303 3.0584 1.8520
H -2.6020 0.9752 1.1654
C -1.4241 2.8049 0.9090
H -1.2567 3.6573 0.1391
C -0.3133 -2.9707 -1.4707
C 1.0369 -1.2754 1.5777
H -1.4318 -2.7964 -1.4694
H 1.7580 0.3580 -0.6559
C 1.1229 -2.1373 0.3943
H -0.0215 -3.7093 -0.9486
C 0.4388 -0.5573 -1.6401

=====

Most stable structure: a

=====

a | 29
Properties=species:S:1:pos:R:3 method="wB97M-V/def2-TZVPD" homo_ha=-0.3443
H -0.5469 1.4727 2.3325
H 0.9701 0.2736 -2.1553
C 0.6835 -0.5481 -1.4237
H 0.6142 -1.2377 -3.9533
H 1.6338 0.4831 3.5035
H -0.1059 3.1013 3.1469
H -2.1347 -1.2282 -2.6724
C -1.0981 -1.4906 -2.6451
H 1.6288 1.4677 1.3511
C 0.0112 2.3958 2.3045
H -0.4283 2.8755 1.4534
N -0.7097 -0.7169 -1.3253
C 2.0946 1.5770 3.4680
H 3.1590 1.2983 3.5587
C -1.0739 -1.2179 0.0287
H -0.1503 0.2244 -3.8643
H 1.9902 2.9946 2.0150
H 1.0288 -0.0766 -0.5225
O -0.5553 -0.5956 0.9532
H 1.8506 2.1741 4.2801
H 1.4110 -1.3894 -1.6738
H -1.7974 -3.2162 0.1555
C 1.5658 2.0726 2.0981
H -0.9369 -1.0455 -4.9501
H -0.8929 -2.4837 -2.5175
C -0.3965 -0.9102 -3.8266
H -2.9740 -2.1306 -0.5588
H -2.6055 -1.9766 1.1835
C -2.2354 -2.1468 0.2561

=====

b | 29
Properties=species:S:1:pos:R:3 method="wB97M-V/def2-TZVPD" homo_ha=-0.3468
H -1.7828 -2.7281 -2.7595
H -2.8858 1.3261 0.0006
C 1.3306 -2.3985 -2.5659
H 1.9120 3.3479 1.5641
H 0.3011 1.5967 3.6785
H 3.2112 -2.1708 -3.2991
H -0.9990 2.9038 2.1228
C -1.6481 0.9195 1.8495
H 1.0588 0.5926 2.4130
C -2.9464 1.1222 1.0665
H -3.6254 0.2961 1.2055
H -1.9768 1.0260 2.9255
C -0.9296 -3.3850 -2.8535
H 1.6225 3.6213 3.4265
H 2.8411 2.3541 3.0259
H -0.5471 -3.7241 -1.9138
H -0.0875 -1.7505 -3.8647
H -1.3756 -0.1624 1.6406
C 2.4520 -1.3998 -2.9197
O 1.6171 -3.2104 -1.6487
H 2.8599 -0.8464 -1.9267
H -0.9657 -4.3897 -3.4303
H -3.6417 1.9590 1.4939
C 0.7069 1.6563 2.5944
H -0.0086 2.0200 0.7960
N 0.1930 -2.4352 -3.2548
C -0.5586 1.9182 1.7421
H 2.0927 -0.7920 -3.7337
C 1.7798 2.7330 2.6248

=====

Most stable structure: b

=====

a | 20
Properties=species:S:1:pos:R:3 method="wB97M-V/def2-TZVPD" homo_ha=-0.3341
H -3.0941 2.6245 -2.8004
C -2.0160 -1.4502 -0.5051
C 0.2720 -0.7353 0.1879
C 0.4976 -2.0912 0.7988
H -0.1347 -2.8182 0.2838
H 0.7235 1.4430 -1.4523
H 1.5543 -2.4517 0.8341
C -0.3031 1.5741 -1.6431
C -2.4002 1.1396 -1.4323
C -0.7819 -0.5406 -0.5954
C 1.2522 0.3465 0.5876
C -2.2152 2.2097 -2.2525
N -1.0988 0.6925 -1.0978
N -0.9321 2.5078 -2.3170
H 1.7614 -0.0088 1.5564
H 0.2023 -2.0705 1.7665
H 2.1534 0.5875 -0.1297
H -3.2934 0.6126 -1.0257
N -2.9214 -2.0856 -0.1784
H 0.8827 1.3549 0.8415

=====

b | 20
Properties=species:S:1:pos:R:3 method="wB97M-V/def2-TZVPD" homo_ha=-0.3072
H 0.0703 0.1306 -3.4452
N -0.1278 0.0923 -1.1716
H -2.4382 1.1361 -2.7335
N 1.1232 -0.7590 2.5675
H -0.8716 2.3215 -2.7050
N -1.0785 1.2369 0.5009
C 1.3108 -1.3745 0.2428
C -0.0033 -0.4927 -2.4825
C -1.8451 1.7763 -1.8822
C -0.1211 0.3323 0.9829
C 0.2697 0.1228 2.2395
H 1.5477 -1.8719 -0.7883
H 0.6583 -1.2068 -2.4177
H 2.6245 -2.2304 2.0581
C 0.3472 -0.5127 -0.0786
C -1.0638 1.0514 -0.9471
H -1.0149 -1.4253 -2.5403
H -0.4823 0.8587 2.9868
C 1.6189 -1.5830 1.5498
H -2.5919 2.3762 -1.4412

=====

Most stable structure: a

=====

a | 12
Properties=species:S:1:pos:R:3 method="wB97M-V/def2-TZVPD" charge=+1 homo_ha=-0.5249
N -1.5880 -1.4451 0.5585
O -0.3811 1.9716 0.1368
H 1.5517 1.1938 1.5846
H -0.7361 -0.9767 0.3554
C 0.2400 0.2283 -1.2550
H -1.6698 -1.9886 1.3988
H -2.2655 -1.6115 -0.1612
H -0.6137 0.3810 -1.9042
C 0.4090 1.0895 -0.1014
H 2.4753 0.7682 0.2747
H 1.0382 -0.4579 -1.5249
N 1.5401 0.8475 0.6379

=====

b | 12
Properties=species:S:1:pos:R:3 method="wB97M-V/def2-TZVPD" charge=+1 homo_ha=-0.5869
H -0.8850 1.0297 -1.0189
C -0.6954 0.6361 -0.0117
O 0.7961 -1.3636 -0.0499
C 0.8292 -0.0947 -0.0753
N -1.5098 -0.6302 0.0984
H -0.5908 1.3360 0.8425
H -0.5424 -1.5042 0.2998
H -2.3603 -0.6826 0.6305
H 2.0348 1.5231 -0.1774
H 2.7288 -0.0022 0.3019
N 1.9194 0.5904 0.0442
H -1.7246 -0.8378 -0.8843

=====

c | 12
Properties=species:S:1:pos:R:3 method="wB97M-V/def2-TZVPD" charge=+1 homo_ha=-0.5501
O -0.6032 -0.8563 -1.7268
N 0.0170 -0.3464 1.7704
C 0.7341 1.1685 -0.8849
H -1.0423 -1.6036 0.3808
H 0.2073 0.5765 1.9624
H 0.4237 1.6807 -1.8783
C -0.3922 -0.7496 0.5429
H 0.4078 1.7834 0.0369
H -1.4422 -1.3228 -1.5234
H 0.0111 -0.9459 2.6831
N -0.0349 -0.3016 -0.5978
H 1.7138 0.9171 -0.7653

=====

d | 12
Properties=species:S:1:pos:R:3 method="wB97M-V/def2-TZVPD" charge=+1 homo_ha=-0.5386
H -2.5878 0.3050 0.4393
H 0.7642 0.4510 -1.5054
N -1.7757 0.3245 -0.1318
H 1.0549 -1.7018 0.8401
H -0.4397 0.5705 1.5981
H -1.7976 0.0319 -1.1199
H 2.0991 1.7260 -0.0553
O 1.9270 0.7673 0.0653
C -0.6027 0.2806 0.5032
N 0.4613 -1.1551 0.2231
H 0.1242 -1.8223 -0.4608
C 0.7728 0.2223 -0.3957

=====

Most stable structure: b

=====

a | 12
Properties=species:S:1:pos:R:3 method="wB97M-V/def2-TZVPD" charge=+1 homo_ha=-0.5519
C -1.2139 1.8869 -1.2101
H -2.1796 1.3553 -0.7686
H -0.3307 -2.1790 1.8808
O -0.1865 -0.4483 0.0672
N 0.6071 -1.8416 1.7412
H 1.7645 -0.5719 0.7542
H -1.1891 2.9554 -1.2450
N -0.0669 1.3913 -1.4080
H 0.8082 1.6684 -2.0719
H 1.2833 -2.4615 2.0381
H 0.3532 0.6521 -0.6526
C 0.7474 -1.0002 0.7425

=====

b | 12
Properties=species:S:1:pos:R:3 method="wB97M-V/def2-TZVPD" charge=+1 homo_ha="-0.5260 / -0.4717"
C 0.4951 0.0192 0.3037
H -2.8939 0.1005 1.1000
H -0.2935 -0.8168 -1.8515
C -0.2894 -0.5179 -0.7369
H 2.2592 0.4371 1.0847
H 0.0925 0.4642 1.1732
H -3.3241 -0.0957 -0.5440
N 1.9214 0.3814 0.1041
H 2.0552 1.3571 -0.4848
O 0.2462 -1.3587 0.1399
H 2.4409 -0.4485 -0.3699
N -2.7096 0.4782 0.0815

=====

Most stable structure: a